10 unconnected molecules or ions with the total composition C10H40N20O10 at a distorted geometry. Source: the Open Molecules 2025 dataset; level of theory: ωB97M-V with the def2-TZVPD basis set.

## Properties
- energy (hartree) = -2252.83628
- gap between HOMO and LUMO (eV) = 7.835
- M (g mol⁻¹) = 600.6
- HOMO level (eV) = -8.3
- relative energy (zero: lowest compared OMol25 entry of this formula, charge and spin) (kJ/mol) = 479.63

Atoms and positions in Å:
N (-1.90653, 1.60488, 2.60012)
C (-3.16618, 1.70330, 3.05477)
N (-3.57977, 2.93786, 2.90370)
O (-3.92125, 0.80843, 3.47697)
H (-1.47714, 0.69094, 2.57888)
H (-1.29284, 2.37577, 2.37829)
H (-4.32192, 3.19471, 3.53878)
H (-2.97425, 3.64528, 2.51253)
N (0.16960, 5.70963, 3.80164)
C (-0.22658, 4.70847, 3.07485)
N (0.72968, 3.85722, 2.79406)
O (-1.35367, 4.73481, 2.57603)
H (1.14911, 5.81619, 4.02371)
H (-0.55163, 6.41097, 3.71197)
H (1.64759, 4.07082, 3.15728)
H (0.55714, 3.20079, 2.04612)
N (-2.07517, -2.05869, -5.48064)
C (-2.62299, -1.26446, -4.68311)
N (-1.87965, -1.02986, -3.62480)
O (-3.72311, -0.73625, -4.77121)
H (-1.31244, -2.64838, -5.17967)
H (-2.66281, -2.36845, -6.24145)
H (-0.96273, -1.44746, -3.55425)
H (-2.21419, -0.51836, -2.82072)
N (0.74585, -4.54698, -4.09610)
C (1.10035, -3.39190, -3.65840)
N (1.90389, -3.38948, -2.72564)
O (0.58117, -2.35454, -4.08329)
H (-0.01081, -4.59992, -4.76300)
H (1.11212, -5.40585, -3.71102)
H (2.28054, -4.30206, -2.51252)
H (2.41763, -2.62662, -2.30824)
N (4.91325, 2.66629, 4.02786)
C (3.85043, 2.64574, 3.29881)
N (3.26212, 1.46486, 3.16105)
O (3.47494, 3.53517, 2.59566)
H (5.62909, 3.33734, 3.78835)
H (5.07151, 1.70997, 4.31161)
H (2.50371, 1.50780, 2.49541)
H (3.54341, 0.60612, 3.61220)
N (-1.68029, -5.11494, -0.16364)
C (-0.38371, -5.09520, -0.03217)
N (0.12458, -5.97957, -0.84580)
O (0.24179, -4.36937, 0.72856)
H (-2.09860, -5.82045, -0.75301)
H (-2.19601, -4.52818, 0.47655)
H (1.08534, -6.18076, -0.60795)
H (-0.44582, -6.63308, -1.36317)
N (-4.31355, -0.51688, 0.34124)
C (-3.64222, -0.17228, -0.69835)
N (-4.18669, -0.64711, -1.76144)
O (-2.65978, 0.62568, -0.71817)
H (-5.17877, -1.03708, 0.31143)
H (-4.01236, -0.39675, 1.29777)
H (-4.02901, -0.47854, -2.74471)
H (-4.76535, -1.40458, -1.42752)
N (1.41892, -1.32895, 0.39084)
C (0.90942, -0.12069, 0.44540)
N (0.09013, 0.19934, -0.51713)
O (1.09947, 0.67793, 1.35698)
H (1.01633, -1.90023, -0.33831)
H (1.83588, -1.66806, 1.24597)
H (-0.44552, 1.05470, -0.47812)
H (-0.00766, -0.45127, -1.28345)
N (-1.17960, 2.59440, -1.88197)
C (-1.20250, 3.70727, -1.14412)
N (-2.02486, 3.62440, -0.08054)
O (-0.85837, 4.79240, -1.51557)
H (-0.96136, 2.78254, -2.84999)
H (-1.82978, 1.84544, -1.69112)
H (-2.62526, 2.82014, 0.03254)
H (-2.05803, 4.45674, 0.49061)
N (5.83235, -1.46645, 0.40512)
C (4.93907, -0.79789, 1.04886)
N (4.31511, 0.10782, 0.29047)
O (4.56164, -1.21247, 2.16976)
H (6.07642, -1.02482, -0.46981)
H (6.52386, -2.04204, 0.86403)
H (3.55607, 0.57181, 0.76867)
H (4.75129, 0.27263, -0.60545)

***

A molecular structure, C30H50N2O5 at a distorted geometry. Source: the Open Molecules 2025 dataset; level of theory: ωB97M-V with the def2-TZVPD basis set.

## Properties
- energy (hartree) = -1658.22004
- gap between HOMO and LUMO (eV) = 8.710
- M (g mol⁻¹) = 518.7
- HOMO level (eV) = -8.4
- relative energy (zero: lowest compared OMol25 entry of this formula, charge and spin) (kJ/mol) = 1275.23

Atoms and positions in Å:
C (1.46412, 3.22677, -2.25885)
C (0.19916, 3.17777, -3.05405)
C (0.29518, 1.86630, -3.75721)
O (1.72091, 1.76335, -4.02215)
C (2.55007, 2.50812, -3.12235)
H (1.37396, 2.80532, -1.25768)
H (1.86493, 4.23306, -2.13706)
H (0.19155, 3.85549, -3.90771)
H (-0.64893, 3.21535, -2.37036)
H (-0.44611, 1.63609, -4.52244)
H (0.07005, 1.01699, -3.11216)
H (3.28988, 3.16743, -3.57632)
H (3.10822, 1.89753, -2.41259)
C (-3.91551, -1.11696, 1.14609)
C (-3.93575, 0.10922, 2.03974)
C (-4.49074, 1.19141, 1.11593)
O (-4.27941, 0.69328, -0.20033)
C (-3.54649, -0.56085, -0.20767)
H (-4.86368, -1.64295, 1.25747)
H (-3.15722, -1.88290, 1.30864)
H (-2.96553, 0.34990, 2.47430)
H (-4.63103, -0.00435, 2.87149)
H (-3.90564, 2.07725, 1.36303)
H (-5.49208, 1.36023, 1.51207)
H (-2.47441, -0.37551, -0.27389)
H (-3.75848, -1.20512, -1.06095)
C (1.69856, 2.87139, 0.84489)
C (2.96873, 2.11260, 0.53556)
C (3.81519, 2.26389, 1.82207)
O (3.20432, 3.35178, 2.52504)
C (2.24464, 4.02738, 1.73185)
H (0.98183, 2.17776, 1.28451)
H (1.22603, 3.28920, -0.04407)
H (3.37179, 2.57525, -0.36533)
H (2.74678, 1.05138, 0.42310)
H (4.85699, 2.30471, 1.50413)
H (3.73723, 1.41660, 2.50333)
H (2.75489, 4.78824, 1.14122)
H (1.55848, 4.48657, 2.44349)
C (0.61174, 0.68645, 0.05933)
C (-0.62363, 0.10416, 0.79107)
C (-0.60712, -1.34351, 0.20085)
O (-0.18360, -1.37052, -1.14626)
C (0.72364, -0.22110, -1.29077)
H (1.52743, 0.48413, 0.61492)
H (0.49999, 1.76381, -0.06277)
H (-1.48610, 0.65059, 0.40941)
H (-0.51151, 0.23297, 1.86761)
H (-1.64286, -1.68282, 0.21516)
H (0.03825, -1.96757, 0.81902)
H (0.33714, 0.42499, -2.07899)
H (1.73489, -0.49626, -1.59040)
C (-3.06880, -3.62074, 0.40589)
C (-2.50677, -3.97902, -0.89350)
C (-1.02650, -3.61157, -0.76604)
O (-0.74143, -3.72040, 0.66755)
C (-1.94867, -3.49254, 1.46610)
H (-3.93166, -4.21972, 0.69709)
H (-3.47578, -2.61994, 0.26145)
H (-3.01154, -3.64655, -1.80057)
H (-2.62368, -5.06001, -0.81675)
H (-0.81138, -2.63938, -1.20951)
H (-0.55802, -4.39507, -1.36166)
H (-1.89511, -2.49662, 1.90584)
H (-1.94752, -4.31238, 2.18440)
N (1.81277, -5.38744, -2.16957)
C (1.45461, -4.41234, -1.31468)
C (1.41947, -3.03364, -1.61211)
C (1.84961, -2.64425, -2.85628)
C (2.15245, -3.64463, -3.78920)
C (2.12442, -5.01525, -3.40587)
H (1.28291, -4.79504, -0.31946)
H (0.99571, -2.29375, -0.94925)
H (1.83277, -1.58752, -3.07865)
H (2.50071, -3.23989, -4.72798)
H (2.37248, -5.80872, -4.09527)
N (-0.31959, 0.90510, 3.01969)
C (-0.64079, 2.26988, 3.16006)
C (0.28220, 3.27925, 3.51062)
C (1.54819, 2.86919, 3.86054)
C (1.91081, 1.51077, 3.76557)
C (0.95693, 0.57021, 3.32204)
H (-1.68732, 2.46218, 2.97516)
H (0.04833, 4.33358, 3.52064)
H (2.34044, 3.48466, 4.26045)
H (2.88497, 1.11401, 4.01052)
H (1.22396, -0.46658, 3.18009)

***

A molecular structure, C13H16FeN5O6S3. Source: the Open Molecules 2025 dataset; level of theory: ωB97M-V with the def2-TZVPD basis set.

## Properties
- energy (hartree) = -3688.64089
- 2S+1 = 5
- gap between HOMO and LUMO (spin up / spin down) (eV) = 7.937 / 7.604
- ⟨S²⟩ = 6.0102
- M (g mol⁻¹) = 490.3
- HOMO level (spin up / spin down) (eV) = -5.4 / -5.1
- total charge = -1
- relative energy (zero: lowest compared OMol25 entry of this formula, charge and spin) (kJ/mol) = 0.00

Atoms and positions in Å:
Fe (-1.83866, -0.01032, 1.27705)
C (3.44428, 2.42418, -3.97134)
C (2.99674, 1.51492, -2.85848)
C (1.83784, 1.79333, -2.14109)
C (1.42819, 0.98121, -1.09446)
C (2.18803, -0.13198, -0.76835)
C (3.33926, -0.44089, -1.47931)
C (3.73856, 0.38703, -2.51661)
S (1.68921, -1.17010, 0.58297)
O (2.27863, -2.46802, 0.32457)
O (2.07429, -0.50543, 1.81136)
N (0.10436, -1.19191, 0.58162)
C (-0.63769, -1.84001, -0.35812)
C (-0.20115, -2.53502, -1.50131)
C (-1.14710, -3.06321, -2.34763)
C (-2.50843, -2.91568, -2.07044)
C (-2.85421, -2.22121, -0.93227)
N (-1.95579, -1.70770, -0.09512)
H (2.59026, 2.82598, -4.51684)
H (4.08677, 1.89886, -4.67898)
H (4.00856, 3.27296, -3.57794)
H (1.23170, 2.65321, -2.40134)
H (0.51103, 1.19855, -0.55940)
H (3.90082, -1.32961, -1.22468)
H (4.63588, 0.14849, -3.07746)
H (0.85458, -2.64753, -1.69563)
H (-0.82753, -3.59158, -3.23825)
H (-3.27176, -3.31453, -2.72272)
H (-3.89285, -2.05854, -0.66876)
N (-0.55849, -0.07487, 3.14588)
N (-1.20614, 0.36787, 4.30062)
C (-2.52398, 0.16374, 4.45125)
N (-3.05270, 0.69133, 5.59629)
S (-3.45961, -0.70130, 3.37695)
H (-0.03530, -0.92641, 3.32064)
H (0.08512, 0.63283, 2.79442)
H (-0.70580, 0.98103, 4.92402)
H (-2.60887, 1.50819, 5.98681)
H (-4.05853, 0.71055, 5.60190)
O (-0.78822, 1.95398, 1.38950)
S (-1.94473, 2.22265, 0.45052)
O (-2.03740, 3.58528, -0.00011)
O (-1.76254, 1.20345, -0.64269)
O (-3.14663, 1.72620, 1.22296)

***

A molecular structure, C8H6Br2NO4ReS4Sb at a distorted geometry. Source: the Open Molecules 2025 dataset; level of theory: ωB97M-V with the def2-TZVPD basis set.

## Properties
- energy (hartree) = -7722.24245
- gap between HOMO and LUMO (eV) = 5.403
- M (g mol⁻¹) = 776.2
- HOMO level (eV) = -17.6
- total charge = +3

Atoms and positions in Å:
Re (1.45226, 0.71009, -1.09182)
Br (2.81905, 2.14648, 0.63377)
C (1.39124, 2.72285, 2.06121)
Br (0.53106, 4.31621, 1.67154)
H (2.04474, 2.85935, 2.97213)
H (0.67415, 1.93497, 1.97253)
O (0.28905, -0.46689, -2.13656)
C (-0.42193, -1.46991, -1.90966)
C (-0.70924, -1.94743, -0.62810)
C (-1.64563, -2.98732, -0.47596)
C (-2.06288, -3.44661, 0.78568)
C (-1.27618, -2.99387, 1.90286)
C (-0.36842, -1.97516, 1.82056)
C (-0.14448, -1.37069, 0.56535)
O (0.55539, -0.14727, 0.48654)
N (-3.18587, -4.40452, 0.92436)
O (-3.66432, -4.80651, -0.16315)
O (-3.55021, -4.73670, 2.00432)
H (-1.05461, -1.92787, -2.69719)
H (-1.99942, -3.43644, -1.43245)
H (-1.41814, -3.51477, 2.82832)
H (0.26288, -1.62814, 2.63472)
S (3.76254, 7.62717, -2.30718)
Sb (2.43630, 8.25441, -4.37343)
S (3.20057, 0.44198, -2.12840)
S (0.65192, 2.49664, -1.76571)
S (1.43016, 7.74993, -2.15431)